Record 1
13
Properties=species:S:1:pos:R:3:lowdin_charge:R:1 method="wB97M-V/def2-TZVPD" e_lumo_ev=1.14 molar_mass_g_mol=85.11 gap_ev=10.75 total_energy_ha=-286.52582 charge=0 e_above_lowest_ev=2.880 spin_multiplicity=1 smiles="C/N=C/[C@H]1CO1"
C 1.6859 0.2879 1.4935 -0.13
N 0.4180 0.2285 0.8179 0.00
C 0.3063 -0.5980 -0.1285 -0.14
C -0.7168 -0.3233 -1.1765 -0.28
C -2.0477 0.1948 -0.8463 -0.12
O -1.0301 1.0588 -1.2945 -0.04
H 2.2382 1.0547 0.9390 0.09
H 2.2729 -0.6428 1.4564 0.07
H 1.5709 0.6422 2.5183 0.07
H 1.0261 -1.4139 -0.3083 0.12
H -0.5449 -0.8221 -2.1295 0.14
H -2.8674 0.0565 -1.5492 0.11
H -2.3115 0.2768 0.2078 0.11

=====

Record 2
13
Properties=species:S:1:pos:R:3:lowdin_charge:R:1 method="wB97M-V/def2-TZVPD" e_lumo_ev=0.70 molar_mass_g_mol=85.11 gap_ev=9.00 total_energy_ha=-286.47045 charge=0 e_above_lowest_ev=4.386 spin_multiplicity=1
C -1.6574 -0.0963 -0.3037 -0.04
C -0.3296 -0.1035 0.4202 -0.29
N 0.7428 -0.9669 -0.1506 0.00
C 1.6827 0.3407 -0.1915 -0.03
C 0.6018 1.1312 0.3294 -0.45
O 0.3985 2.2979 0.6035 0.04
H -2.1856 -1.0506 -0.1982 0.08
H -1.5138 0.1103 -1.3700 0.09
H -2.2809 0.7006 0.1152 0.09
H -0.4376 -0.3731 1.4781 0.16
H 1.0843 -1.7745 0.3655 0.13
H 1.1525 -0.4788 -1.1246 0.15
H 2.7424 0.2630 0.0267 0.09

=====

Record 3
13
Properties=species:S:1:pos:R:3:lowdin_charge:R:1 method="wB97M-V/def2-TZVPD" e_lumo_ev=0.75 molar_mass_g_mol=85.11 gap_ev=11.66 total_energy_ha=-286.55572 charge=0 e_above_lowest_ev=2.066 spin_multiplicity=1 smiles=N#CC1CC1.O
N -2.5881 1.7119 -0.4818 0.15
C -1.8115 0.8734 -0.2976 -0.20
C -0.7675 -0.0992 -0.0638 -0.28
C 0.6117 0.3659 -0.5706 -0.11
C -0.0855 -0.7630 -1.2327 -0.10
H -0.9594 -0.7353 0.8008 0.14
H 1.5384 0.1427 -0.0551 0.09
H 0.5688 1.3565 -1.0103 0.11
H 0.3145 -1.7385 -0.9688 0.12
H -0.5035 -0.6693 -2.2251 0.11
O 1.3048 -0.5412 2.0450 -0.07
H 1.8615 0.1874 2.3416 0.05
H 0.5160 -0.0914 1.7183 0.00

=====

Record 4
13
Properties=species:S:1:pos:R:3:lowdin_charge:R:1 method="wB97M-V/def2-TZVPD" e_lumo_ev=0.95 molar_mass_g_mol=85.11 gap_ev=8.40 total_energy_ha=-286.47122 charge=0 e_above_lowest_ev=4.366 spin_multiplicity=1
C 0.5649 1.5632 0.7562 -0.07
C -0.6106 0.6897 0.3876 -0.33
C -0.8227 0.2508 -1.0533 -0.07
N -0.3255 -0.6525 -0.0569 -0.09
C 0.3611 -1.7228 -0.0652 -0.18
O 0.4886 -2.3793 -1.2154 0.07
H 0.9303 1.3655 1.7709 0.07
H 0.2655 2.6151 0.7019 0.08
H 1.3750 1.4034 0.0384 0.08
H -1.4436 0.7181 1.0955 0.13
H -1.8754 0.0146 -1.2550 0.05
H 0.2254 -1.7226 -1.9014 0.11
H 0.8670 -2.1432 0.7967 0.15